# 1
This record from the Open Molecules 2025 dataset describes a molecular structure, C40H41N5O2P2PdS. The level of theory is ωB97M-V/def2-TZVPD.

The HOMO-LUMO gap comes out at 7.83 eV. The calculation puts the LUMO energy at -5.6 eV. As for the charge: +2. The largest force on an atom is 0.796 eV/Å. As for the total energy: -86574.65830 eV. The spin multiplicity is 1. The value obtained for the energy above the lowest of the compared OMol25 structures with the same formula, charge and spin is 0.601 eV.

Cartesian coordinates (Å):
Pd: 0.026 0.413 0.196
N: 1.903 1.725 1.942
P: 0.343 1.170 2.314
C: 0.583 0.115 3.756
C: -0.237 0.239 4.876
C: 0.005 -0.543 5.997
C: 1.050 -1.454 5.996
C: 1.858 -1.592 4.873
C: 1.621 -0.818 3.751
C: -0.620 2.590 2.840
C: -2.009 2.511 2.908
C: -2.749 3.602 3.326
C: -2.105 4.784 3.668
C: -0.722 4.869 3.602
C: 0.023 3.774 3.191
P: 2.231 0.942 0.469
C: 3.687 -0.080 0.659
C: 3.605 -1.460 0.503
C: 4.736 -2.243 0.690
C: 5.937 -1.645 1.039
C: 6.021 -0.265 1.196
C: 4.901 0.523 1.002
C: 2.691 2.258 -0.674
C: 2.047 3.493 -0.589
C: 2.309 4.473 -1.532
C: 3.204 4.225 -2.566
C: 3.839 2.994 -2.659
C: 3.580 2.008 -1.718
H: 2.605 1.890 2.656
H: -1.045 0.959 4.890
H: -0.619 -0.432 6.873
H: 1.238 -2.061 6.872
H: 2.673 -2.303 4.875
H: 2.255 -0.939 2.879
H: -2.515 1.589 2.646
H: -3.827 3.538 3.384
H: -2.683 5.640 3.990
H: -0.222 5.788 3.876
H: 1.101 3.854 3.135
H: 2.661 -1.921 0.233
H: 4.679 -3.316 0.563
H: 6.819 -2.254 1.187
H: 6.964 0.194 1.459
H: 4.975 1.600 1.100
H: 1.356 3.693 0.221
H: 1.816 5.433 -1.460
H: 3.414 4.998 -3.294
H: 4.541 2.803 -3.460
H: 4.079 1.049 -1.799
O: -1.018 -2.239 -6.134
C: -0.188 -1.110 -5.984
C: -0.109 -0.764 -4.525
C: 0.410 0.456 -4.106
C: 0.475 0.728 -2.758
N: 0.067 -0.141 -1.824
C: -0.467 -1.312 -2.207
C: -0.557 -1.644 -3.553
C: -1.006 -2.213 -1.146
C: -1.611 -3.423 -1.451
C: -2.143 -4.203 -0.430
C: -2.830 -5.507 -0.770
O: -2.128 -6.224 -1.763
C: -2.029 -3.742 0.872
C: -1.401 -2.528 1.097
N: -0.906 -1.776 0.121
H: -1.010 -2.526 -7.053
H: -0.576 -0.244 -6.533
H: 0.828 -1.303 -6.348
H: 0.755 1.200 -4.813
H: 0.851 1.676 -2.399
H: -0.979 -2.586 -3.864
H: -1.664 -3.793 -2.464
H: -3.813 -5.286 -1.194
H: -2.996 -6.095 0.136
H: -1.459 -6.779 -1.349
H: -2.412 -4.317 1.705
H: -1.277 -2.148 2.105
C: -3.330 1.009 -3.251
N: -3.668 0.400 -1.982
C: -4.651 -0.683 -1.903
C: -4.834 -0.859 -0.391
N: -3.638 -0.187 0.125
C: -3.106 0.635 -0.803
S: -1.900 1.810 -0.498
H: -4.220 1.460 -3.689
H: -2.942 0.250 -3.934
H: -2.578 1.775 -3.087
H: -4.239 -1.579 -2.376
H: -5.569 -0.408 -2.419
H: -4.858 -1.905 -0.097
H: -5.739 -0.367 -0.030
H: -3.556 0.082 1.090

Cartesian forces (eV/Å) of the 6 atoms listed first:
Pd 0.264 -0.358 0.246
N 0.131 -0.292 0.251
P 0.395 0.414 -0.258
C -0.363 -0.156 -0.106
C 0.025 0.029 0.037
C -0.022 -0.021 -0.020

***

# 2
This record from the Open Molecules 2025 dataset describes a molecular structure, C40H42BFN9OS2SiSr. The level of theory is ωB97M-V/def2-TZVPD.

The HOMO-LUMO gap comes out at 6.20 eV. The calculation puts the LUMO energy at 2.1 eV. As for the charge: -1. The largest force on an atom is 0.793 eV/Å. As for the total energy: -91405.55180 eV. The spin multiplicity is 1. The value obtained for the energy above the lowest of the compared OMol25 structures with the same formula, charge and spin is 0.165 eV.

Cartesian coordinates (Å):
Sr: 0.534 -0.474 -1.140
N: 5.103 -2.129 0.160
C: 4.139 -1.264 -0.271
S: 3.501 -1.477 -1.821
N: 3.813 -0.379 0.688
N: 2.792 0.423 0.361
C: 2.556 1.397 1.175
C: 3.357 1.627 2.412
C: 3.045 0.937 3.579
C: 3.762 1.157 4.744
C: 4.807 2.071 4.757
C: 5.132 2.756 3.595
C: 4.411 2.535 2.430
C: 1.496 2.370 0.848
C: 1.342 3.551 1.587
C: 0.380 4.467 1.197
C: -0.413 4.195 0.094
C: -0.231 2.980 -0.550
N: 0.687 2.096 -0.181
H: 5.554 -2.707 -0.524
H: 5.592 -1.860 0.997
H: 2.240 0.211 3.555
H: 3.511 0.611 5.646
H: 5.368 2.243 5.666
H: 5.951 3.465 3.591
H: 4.668 3.064 1.521
H: 1.968 3.745 2.444
H: 0.260 5.387 1.757
H: -1.170 4.883 -0.256
H: -0.853 2.668 -1.385
C: -4.071 1.680 -2.670
Si: -2.878 0.226 -2.965
C: -3.347 -1.011 -1.632
C: -3.291 -0.591 -4.617
N: -1.222 0.658 -2.833
C: -0.649 1.478 -3.744
C: -1.296 2.241 -4.754
C: -0.625 3.097 -5.613
C: 0.749 3.269 -5.545
C: 1.446 2.533 -4.589
C: 0.750 1.689 -3.766
F: 1.487 0.967 -2.851
H: -5.092 1.307 -2.548
H: -4.087 2.429 -3.462
H: -3.795 2.190 -1.742
H: -4.298 -1.471 -1.920
H: -3.481 -0.521 -0.667
H: -2.623 -1.813 -1.494
H: -4.348 -0.867 -4.662
H: -2.699 -1.504 -4.717
H: -3.066 0.038 -5.479
H: -2.369 2.159 -4.864
H: -1.202 3.642 -6.352
H: 1.272 3.939 -6.214
H: 2.521 2.587 -4.476
B: -0.517 -4.144 -1.381
N: 0.042 -3.671 -2.751
C: 0.193 -4.390 -3.873
C: 0.604 -3.548 -4.889
C: 0.683 -2.294 -4.271
N: 0.342 -2.381 -2.992
N: 0.524 -3.976 -0.233
C: 1.125 -4.948 0.465
C: 1.902 -4.374 1.455
C: 1.714 -3.003 1.265
N: 0.877 -2.775 0.257
H: -1.497 -3.503 -1.094
H: -0.740 -5.330 -1.477
H: -0.011 -5.448 -3.854
H: 0.817 -3.799 -5.913
H: 0.969 -1.339 -4.684
H: 0.945 -5.976 0.195
H: 2.533 -4.868 2.174
H: 2.182 -2.170 1.770
O: -1.269 -0.256 0.533
S: -0.723 -0.299 1.937
C: -1.426 1.138 2.723
C: -0.962 1.493 3.983
C: -1.473 2.629 4.588
C: -2.424 3.398 3.928
C: -2.861 3.038 2.664
C: -2.358 1.900 2.045
C: -1.599 -1.616 2.742
C: -2.944 -1.811 2.453
C: -3.599 -2.879 3.037
C: -2.911 -3.733 3.894
C: -1.568 -3.533 4.160
C: -0.896 -2.467 3.573
H: -0.202 0.900 4.478
H: -1.121 2.922 5.569
H: -2.818 4.288 4.401
H: -3.587 3.648 2.142
H: -2.657 1.605 1.047
H: -3.444 -1.155 1.752
H: -4.643 -3.059 2.816
H: -3.427 -4.575 4.338
H: -1.026 -4.216 4.800
H: 0.166 -2.325 3.728

Cartesian forces (eV/Å) of the 6 atoms listed first:
Sr 0.350 -0.431 -0.565
N 0.071 0.183 0.083
C -0.196 -0.220 0.197
S -0.065 0.068 -0.080
N 0.015 0.025 -0.098
N -0.127 -0.037 0.050

***

# 3
This record from the Open Molecules 2025 dataset describes a molecular structure, C40H42ClN4O5S3Sr. The level of theory is ωB97M-V/def2-TZVPD.

The HOMO-LUMO gap comes out at 6.23 eV. The calculation puts the LUMO energy at 2.0 eV. As for the charge: -1. The largest force on an atom is 3.882 eV/Å. As for the total energy: -104230.02732 eV. The spin multiplicity is 1. The value obtained for the energy above the lowest of the compared OMol25 structures with the same formula, charge and spin is 1.962 eV.

Cartesian coordinates (Å):
Sr: 0.495 -0.709 -0.336
Cl: 3.726 5.619 2.115
C: 2.783 4.366 1.348
C: 2.346 4.528 0.028
C: 1.583 3.554 -0.556
C: 1.235 2.342 0.113
O: 0.499 1.470 -0.452
C: 1.727 2.192 1.455
C: 1.487 1.041 2.277
N: 1.017 -0.096 1.898
C: 0.873 -1.148 2.799
C: 1.668 -1.347 3.907
C: 1.470 -2.449 4.755
C: 0.490 -3.366 4.499
C: -0.308 -3.236 3.343
C: -1.275 -4.188 2.962
C: -1.964 -4.026 1.791
C: -1.695 -2.894 1.004
N: -0.824 -1.978 1.339
C: -0.118 -2.129 2.482
C: 2.468 3.234 2.046
H: 2.614 5.424 -0.517
H: 1.266 3.657 -1.587
H: 1.721 1.194 3.338
H: 2.484 -0.665 4.107
H: 2.116 -2.565 5.616
H: 0.351 -4.222 5.148
H: -1.443 -5.052 3.594
H: -2.687 -4.759 1.460
H: -2.205 -2.741 0.058
H: 2.824 3.118 3.063
O: 1.675 -3.644 1.122
C: 2.131 -2.884 0.257
O: 1.486 -2.485 -0.768
C: 3.571 -2.428 0.409
C: 4.398 -3.249 1.176
C: 5.743 -2.979 1.346
C: 6.288 -1.849 0.744
C: 5.479 -1.007 0.007
C: 4.105 -1.257 -0.167
S: 3.206 -0.074 -1.100
H: 3.951 -4.122 1.635
H: 6.367 -3.637 1.940
H: 7.345 -1.629 0.837
H: 5.885 -0.116 -0.455
C: -3.849 3.619 -0.227
C: -4.177 2.730 -1.429
C: -3.702 1.296 -1.215
S: -1.889 1.146 -1.478
O: -1.612 -0.277 -1.115
C: -1.940 1.134 -3.314
C: -2.576 -0.102 -3.928
C: -2.536 -0.026 -5.453
H: -4.084 4.662 -0.437
H: -2.788 3.545 0.019
H: -4.427 3.306 0.644
H: -3.704 3.152 -2.320
H: -5.255 2.737 -1.605
H: -4.208 0.571 -1.848
H: -3.834 1.003 -0.171
H: -0.890 1.199 -3.607
H: -2.442 2.050 -3.630
H: -3.616 -0.189 -3.605
H: -2.042 -0.987 -3.582
H: -3.022 0.887 -5.805
H: -3.047 -0.885 -5.889
H: -1.506 -0.038 -5.807
C: 5.477 -3.671 -3.851
C: 4.277 -3.832 -2.924
C: 2.978 -3.348 -3.558
N: 2.982 -1.898 -3.683
C: 2.099 -1.264 -4.431
S: 0.979 -1.975 -5.442
N: 2.121 0.140 -4.360
C: 3.168 1.029 -4.215
O: 2.940 2.202 -4.005
C: 4.549 0.538 -4.529
C: 5.603 0.758 -3.654
C: 6.889 0.380 -4.010
C: 7.131 -0.189 -5.253
C: 6.081 -0.384 -6.140
C: 4.792 -0.031 -5.776
H: 6.411 -3.883 -3.328
H: 5.522 -2.650 -4.230
H: 5.403 -4.350 -4.704
H: 4.446 -3.271 -2.001
H: 4.153 -4.880 -2.641
H: 2.138 -3.636 -2.922
H: 2.835 -3.774 -4.552
H: 3.286 -1.362 -2.822
H: 1.214 0.573 -4.361
H: 5.396 1.210 -2.693
H: 7.708 0.528 -3.317
H: 8.136 -0.483 -5.529
H: 6.270 -0.818 -7.114
H: 3.972 -0.186 -6.468

Cartesian forces (eV/Å) of the 6 atoms listed first:
Sr -0.723 0.722 -0.898
Cl 0.083 0.135 0.015
C -0.054 -0.072 0.065
C -0.055 -0.058 0.109
C 0.092 -0.042 -0.151
C 0.119 0.296 0.231

***

# 4
This record from the Open Molecules 2025 dataset describes 7 unconnected molecules or ions with the total composition C40H42F5N2O2S. The level of theory is ωB97M-V/def2-TZVPD.

The HOMO-LUMO gap comes out at 6.95 eV. The calculation puts the LUMO energy at 2.2 eV. As for the charge: -1. The largest force on an atom is 0.447 eV/Å. As for the total energy: -73659.16194 eV. The spin multiplicity is 1.

Cartesian coordinates (Å):
C: -3.069 -0.157 4.404
C: -1.605 -0.447 4.751
N: -0.673 -0.410 3.641
N: -0.705 0.825 2.908
S: 0.553 1.691 3.262
O: 1.523 1.842 2.192
O: 1.085 1.526 4.600
C: -0.238 3.399 3.309
F: -0.418 3.754 4.603
F: 0.603 4.306 2.761
C: -1.607 3.606 2.603
F: -2.620 3.134 3.346
F: -1.671 3.087 1.389
F: -1.830 4.936 2.459
H: -3.518 -0.979 3.827
H: -3.177 0.781 3.857
H: -3.654 -0.066 5.334
H: -1.252 0.271 5.504
H: -1.528 -1.446 5.209
H: -0.835 -1.174 2.995
C: -0.247 -0.831 0.122
C: 0.707 -0.717 -0.879
C: 0.573 -1.431 -2.062
C: -0.523 -2.264 -2.249
C: -1.481 -2.381 -1.251
C: -1.342 -1.664 -0.068
H: -0.141 -0.262 1.041
H: 1.558 -0.065 -0.728
H: 1.325 -1.340 -2.838
H: -0.634 -2.822 -3.172
H: -2.339 -3.027 -1.398
H: -2.093 -1.747 0.708
C: -0.316 -5.012 -5.432
C: -0.572 -3.816 -6.087
C: -1.217 -3.821 -7.316
C: -1.608 -5.023 -7.890
C: -1.354 -6.219 -7.235
C: -0.707 -6.214 -6.006
H: 0.186 -5.007 -4.473
H: -0.271 -2.878 -5.637
H: -1.416 -2.887 -7.826
H: -2.114 -5.026 -8.847
H: -1.661 -7.157 -7.681
H: -0.507 -7.147 -5.496
C: 6.300 0.481 -2.973
C: 5.319 1.001 -2.140
C: 4.009 1.099 -2.586
C: 3.680 0.672 -3.865
C: 4.660 0.150 -4.699
C: 5.971 0.056 -4.254
H: 7.321 0.402 -2.625
H: 5.571 1.328 -1.139
H: 3.245 1.505 -1.935
H: 2.656 0.743 -4.210
H: 4.401 -0.186 -5.695
H: 6.737 -0.349 -4.903
C: 12.103 1.907 -2.157
C: 10.935 2.393 -2.727
C: 9.703 2.040 -2.194
C: 9.640 1.206 -1.086
C: 10.808 0.722 -0.514
C: 12.040 1.071 -1.051
H: 13.064 2.181 -2.574
H: 10.984 3.047 -3.588
H: 8.791 2.417 -2.640
H: 8.680 0.934 -0.665
H: 10.758 0.073 0.351
H: 12.951 0.691 -0.605
C: -4.913 -3.652 3.785
C: -6.104 -3.825 3.095
C: -7.294 -3.986 3.792
C: -7.292 -3.971 5.180
C: -6.100 -3.797 5.870
C: -4.910 -3.638 5.173
H: -3.985 -3.522 3.242
H: -6.105 -3.829 2.013
H: -8.223 -4.119 3.253
H: -8.220 -4.092 5.724
H: -6.098 -3.779 6.952
H: -3.981 -3.498 5.710
C: -6.271 7.274 2.056
C: -7.498 6.631 1.970
C: -7.573 5.256 2.147
C: -6.422 4.526 2.413
C: -5.194 5.169 2.501
C: -5.120 6.543 2.320
H: -6.211 8.346 1.916
H: -8.396 7.200 1.764
H: -8.529 4.752 2.077
H: -6.479 3.454 2.552
H: -4.299 4.603 2.709
H: -4.161 7.041 2.384

Cartesian forces (eV/Å) of the 6 atoms listed first:
C -0.233 -0.116 0.364
C -0.202 0.112 0.024
N 0.229 -0.217 0.189
N -0.118 -0.015 0.298
S 0.118 -0.047 -0.057
O -0.121 0.019 0.093

***

# 5
This record from the Open Molecules 2025 dataset describes a molecular structure, C40H42N6P2V. The level of theory is ωB97M-V/def2-TZVPD.

The HOMO-LUMO gap (alpha / beta) comes out at 7.51 / 7.67 eV. The calculation puts the LUMO energy (alpha / beta) at -5.7 / -5.4 eV. As for the charge: +2. The largest force on an atom is 0.385 eV/Å. As for the total energy: -95355.45485 eV. The spin multiplicity is 2. The value obtained for the energy above the lowest of the compared OMol25 structures with the same formula, charge and spin is 0.686 eV.

Cartesian coordinates (Å):
V: 0.218 0.864 -0.322
C: 2.119 6.025 0.701
N: 1.355 4.955 0.052
C: 0.456 5.129 -0.965
C: -0.025 3.892 -1.269
N: 0.574 2.963 -0.455
C: 1.404 3.635 0.334
P: 2.532 2.863 1.533
C: 3.196 1.644 0.357
N: 2.453 0.869 -0.435
C: 3.331 0.243 -1.287
C: 4.601 0.643 -0.998
N: 4.502 1.525 0.044
C: 5.628 2.211 0.684
C: 1.326 1.778 2.351
N: 0.431 0.996 1.743
C: -0.247 0.332 2.732
C: 0.225 0.737 3.941
N: 1.217 1.648 3.687
C: 2.003 2.347 4.709
H: 1.746 6.976 0.334
H: 3.175 5.939 0.456
H: 1.981 5.984 1.778
H: 0.235 6.101 -1.372
H: -0.761 3.623 -2.007
H: 3.014 -0.453 -2.044
H: 5.549 0.373 -1.431
H: 6.548 1.779 0.303
H: 5.591 2.069 1.761
H: 5.610 3.273 0.447
H: -1.003 -0.398 2.513
H: -0.048 0.452 4.943
H: 1.676 1.997 5.682
H: 1.838 3.420 4.644
H: 3.060 2.124 4.589
C: -3.279 1.487 1.693
C: -2.970 1.423 0.190
C: -3.182 2.826 -0.396
C: -1.544 1.042 -0.089
C: -3.865 0.360 -0.459
C: -3.813 -0.947 0.029
C: -4.632 -1.936 -0.487
C: -5.519 -1.636 -1.513
C: -5.573 -0.345 -2.013
C: -4.751 0.649 -1.490
H: -2.679 2.252 2.191
H: -3.121 0.533 2.188
H: -4.332 1.745 1.813
H: -2.473 3.525 0.049
H: -4.190 3.178 -0.170
H: -3.051 2.844 -1.479
H: -1.334 1.052 -1.227
H: -3.124 -1.194 0.828
H: -4.581 -2.943 -0.089
H: -6.167 -2.404 -1.916
H: -6.268 -0.100 -2.805
H: -4.830 1.652 -1.888
C: 3.977 -3.479 -2.801
C: 3.884 -3.573 -1.420
C: 2.770 -3.075 -0.755
C: 1.729 -2.488 -1.468
C: 1.821 -2.417 -2.861
C: 2.939 -2.903 -3.521
P: 0.270 -1.692 -0.689
C: -1.035 -2.313 -1.790
C: -1.217 -3.693 -1.931
C: -2.105 -4.190 -2.868
C: -2.803 -3.318 -3.699
C: -2.614 -1.951 -3.583
C: -1.736 -1.454 -2.629
C: 0.061 -2.481 0.936
C: 1.051 -2.293 1.903
C: 0.919 -2.851 3.165
C: -0.223 -3.571 3.490
C: -1.231 -3.727 2.549
C: -1.089 -3.190 1.276
H: 4.845 -3.872 -3.316
H: 4.675 -4.046 -0.854
H: 2.720 -3.181 0.318
H: 1.014 -1.990 -3.443
H: 2.990 -2.845 -4.601
H: -0.646 -4.383 -1.320
H: -2.243 -5.259 -2.964
H: -3.486 -3.710 -4.442
H: -3.151 -1.268 -4.228
H: -1.610 -0.383 -2.552
H: 1.924 -1.689 1.680
H: 1.703 -2.717 3.898
H: -0.328 -4.009 4.474
H: -2.127 -4.280 2.799
H: -1.880 -3.329 0.552

Cartesian forces (eV/Å) of the 6 atoms listed first:
V 0.044 -0.080 0.374
C -0.071 -0.101 -0.091
N 0.003 0.119 0.051
C 0.063 0.044 0.065
C 0.036 -0.117 0.027
N -0.154 0.286 -0.177

***

no.,M (u)
1,824.2
2,874.5
3,878.1
4,709.8
5,719.7